Record 1
13
Properties=species:S:1:pos:R:3 method="wB97M-V/def2-TZVPD" relative_energy_kj_mol=174.3 energy_ev=-6323.3611 gap_ev=10.64 e_lumo_ev=1.19 charge=0
C -1.89082 0.00141 -0.13002
C -0.42110 0.06638 0.36358
C 0.66878 1.05710 -0.05455
C 1.49076 -0.20408 -0.08641
H -1.86385 0.26500 -1.19435
H -2.41293 0.87299 0.31170
H -2.50640 -0.81240 0.07158
H -0.55206 -0.07417 1.39677
H 0.39449 1.41770 -1.06761
H 1.00386 1.81269 0.58738
H 2.10387 -0.31446 -0.95253
H 2.02315 -0.27751 0.97951
O 0.34052 -1.05184 -0.08601

=====

Record 2
239
Properties=species:S:1:pos:R:3 method="wB97M-V/def2-TZVPD" smiles=COC[C@H](C)N.COC[C@H](C)N.COC[C@H](C)N.COC[C@H](C)N.COC[C@H](C)N.COC[C@H](C)N.COC[C@H](C)N.COCCNCCOC.COCCNCCOC.COCCNCCOC.COCCNCCOC.COCCNCCOC relative_energy_kj_mol=160.7 energy_ev=-115287.2598 gap_ev=9.17 e_lumo_ev=0.63 charge=0
C -2.33426 -1.49862 8.22969
O -2.04250 -1.65939 6.84586
C -1.35651 -2.77958 6.45716
C -0.70795 -2.52825 5.08504
C -1.64883 -2.07524 3.99370
N 0.01647 -3.77289 4.76125
H -2.92726 -0.61343 8.28373
H -1.44583 -1.49112 8.83098
H -2.98383 -2.28896 8.57061
H -0.65137 -3.16689 7.21507
H -2.05316 -3.67149 6.35533
H 0.09282 -1.78128 5.22933
H -1.00682 -1.77369 3.16802
H -2.20802 -1.25495 4.39552
H -2.25457 -2.84867 3.63047
H 0.57235 -3.64032 3.89622
H -0.65018 -4.54759 4.70531
C -0.24759 4.68573 1.22784
O 0.89303 5.45719 0.91973
C 2.04739 5.09649 1.69477
C 3.12329 6.15157 1.52325
C 3.51644 6.31584 0.05501
N 4.29644 5.67110 2.23714
H -1.16153 5.07234 0.73392
H -0.46852 4.73548 2.27632
H -0.10724 3.62108 0.94706
H 1.82925 4.98850 2.77678
H 2.41608 4.13286 1.31371
H 2.88133 7.10531 1.88231
H 3.83100 5.38919 -0.28969
H 4.30997 7.03541 -0.04076
H 2.66677 6.69586 -0.54280
H 4.95835 6.43837 2.37693
H 4.11260 5.39577 3.20054
C -3.86665 2.82785 -0.87724
O -4.66840 2.56399 0.25244
C -5.04301 3.63979 1.09641
C -5.88304 4.84196 0.54904
C -6.25961 5.71039 1.71942
N -7.07320 4.36007 -0.17154
H -2.78746 2.84888 -0.64173
H -4.20264 3.79615 -1.41096
H -3.92988 2.00751 -1.60099
H -5.64367 3.05973 1.78988
H -4.17023 4.02084 1.62007
H -5.25269 5.43387 -0.12912
H -5.40070 6.02059 2.29954
H -6.90275 5.21205 2.38288
H -6.83713 6.59547 1.40308
H -7.86375 4.92823 -0.44057
H -6.88802 3.60109 -0.79795
C 5.04826 2.62688 0.06153
O 4.53832 1.38398 -0.27857
C 3.27881 1.49562 -0.95353
C 3.05962 0.28417 -1.87022
C 4.04771 0.34165 -3.03848
N 1.74740 0.33556 -2.47931
H 6.05441 2.41730 0.29262
H 4.47994 3.10572 0.81942
H 4.88752 3.25667 -0.83809
H 2.46537 1.41787 -0.22698
H 3.18953 2.40758 -1.62684
H 3.09128 -0.63077 -1.32799
H 5.12706 0.29302 -2.69071
H 4.00582 1.32484 -3.48314
H 3.83974 -0.40925 -3.75613
H 0.94688 0.38823 -1.84144
H 1.61125 1.11782 -3.06704
C 3.48539 -4.78040 -6.52793
O 2.22828 -4.08108 -6.59001
C 2.16653 -3.12656 -5.56380
C 1.68278 -3.77402 -4.14354
C 0.23615 -4.11789 -4.26163
N 1.87432 -2.90845 -3.00130
H 3.59216 -5.34602 -5.56011
H 4.36040 -4.12775 -6.55471
H 3.54146 -5.43737 -7.32961
H 3.08930 -2.59644 -5.41009
H 1.48626 -2.37728 -5.90403
H 2.25554 -4.69771 -3.96895
H 0.08855 -4.72817 -5.19244
H -0.34520 -3.17580 -4.38491
H -0.10016 -4.63687 -3.38001
H 1.60993 -1.93729 -3.22387
H 2.82897 -2.79187 -2.78799
C 3.70408 1.37704 3.04295
O 4.41508 0.15950 2.96421
C 3.78252 -0.93814 2.29258
C 2.75754 -1.67601 3.12657
C 3.32481 -2.25221 4.42986
N 2.18306 -2.71166 2.30403
H 2.98067 1.38928 3.88421
H 3.13131 1.70317 2.11689
H 4.41867 2.19056 3.19549
H 3.37090 -0.63374 1.31629
H 4.59576 -1.62853 1.99897
H 1.96413 -1.06376 3.50058
H 3.64779 -1.56811 5.13571
H 4.18610 -2.95256 4.21539
H 2.49794 -2.80425 4.89807
H 1.46053 -2.40943 1.68018
H 2.84070 -3.24160 1.76202
C -1.22730 -1.30037 -1.93554
O -0.72687 -0.49569 -0.88666
C -1.74422 0.05182 -0.05518
C -1.17867 1.04404 0.90799
C 0.03178 0.40079 1.58556
N -2.10942 1.49280 1.95873
H -1.89153 -2.09426 -1.58206
H -0.37445 -1.75721 -2.43341
H -1.82521 -0.65805 -2.64184
H -2.50924 0.46737 -0.62891
H -2.12680 -0.74643 0.57360
H -0.88516 1.89605 0.31150
H 0.49925 0.99174 2.31233
H 0.81618 0.20668 0.83533
H -0.17442 -0.59050 2.05175
H -2.95524 1.82961 1.50654
H -2.36250 0.82373 2.67912
C 2.60950 -7.38225 -2.96365
O 3.71796 -6.67138 -3.40901
C 4.32778 -5.98690 -2.32795
C 5.58473 -5.26183 -2.78010
N 6.08755 -4.38699 -1.73186
C 5.68696 -3.00824 -1.74179
C 5.87548 -2.30188 -0.40660
O 7.27632 -2.23910 0.00125
C 7.40146 -1.60058 1.20520
H 2.39804 -8.10339 -3.68292
H 1.78784 -6.73356 -2.75764
H 2.82695 -7.97919 -2.10987
H 4.54055 -6.76337 -1.58479
H 3.57945 -5.26680 -1.97281
H 5.24710 -4.78720 -3.66736
H 6.30906 -6.05412 -3.06845
H 7.06682 -4.42064 -1.78106
H 4.63659 -2.99941 -1.94373
H 6.24944 -2.48781 -2.52892
H 5.31476 -2.81852 0.40275
H 5.50009 -1.25198 -0.45686
H 6.91659 -2.18821 1.98038
H 7.07034 -0.57494 1.25345
H 8.45725 -1.65171 1.47444
C -1.82925 3.80502 -7.09827
O -0.54676 3.20090 -7.11390
C -0.57485 1.84006 -6.78086
C -1.05239 1.52376 -5.34149
N -0.34575 2.32654 -4.37152
C -0.99062 2.54874 -3.09583
C -0.33480 3.73415 -2.54108
O -0.41443 4.84075 -3.44274
C 0.57485 5.73707 -3.03910
H -2.21806 3.76346 -6.08903
H -2.41091 3.43903 -7.88654
H -1.77373 4.84293 -7.28500
H 0.44164 1.49677 -6.95908
H -1.14283 1.21004 -7.42835
H -0.89686 0.46310 -5.12368
H -2.18743 1.62032 -5.24549
H -0.11479 3.22026 -4.75737
H -0.96047 1.73214 -2.38304
H -2.02399 2.86326 -3.25731
H 0.76013 3.36715 -2.50584
H -0.61043 4.10073 -1.53310
H 0.44326 6.01806 -1.99919
H 0.60662 6.52978 -3.69272
H 1.52230 5.18440 -3.16020
C 6.53294 -9.00154 1.64838
O 5.49862 -8.05772 1.93397
C 5.53828 -6.98108 1.03731
C 4.32083 -6.13584 1.23374
N 3.04559 -6.98729 1.19906
C 1.83621 -6.28245 1.59680
C 1.28008 -5.51990 0.37432
O 0.24156 -4.59194 0.66218
C -0.51163 -4.13549 -0.38971
H 6.61988 -9.25146 0.60229
H 6.29833 -9.92941 2.13319
H 7.55505 -8.63414 1.93833
H 5.47502 -7.41519 0.04550
H 6.43952 -6.37094 1.04726
H 4.28564 -5.47298 0.39188
H 4.27439 -5.49104 2.18739
H 3.13015 -7.71809 1.87008
H 2.00108 -5.52974 2.43859
H 1.09988 -7.05978 1.89049
H 0.94481 -6.25352 -0.36347
H 2.12808 -4.97617 -0.16738
H 0.05946 -3.67949 -1.20724
H -1.21573 -3.43103 0.10562
H -1.18217 -4.96419 -0.86011
C -5.06249 5.02735 5.82677
O -3.79364 5.40530 5.37345
C -2.74445 4.56808 5.80035
C -2.40673 3.48641 4.81975
N -3.52566 2.47144 4.70716
C -3.43269 1.38933 5.65198
C -4.25518 0.22656 5.21813
O -4.04714 0.01379 3.85277
C -4.61969 -1.17703 3.41046
H -5.25156 4.01906 5.47846
H -5.76040 5.69194 5.35247
H -5.25064 5.10574 6.91263
H -3.06745 4.01576 6.70505
H -1.84276 5.15391 5.93345
H -1.45117 3.00251 5.04013
H -2.27203 3.93760 3.85678
H -3.53912 2.11354 3.76887
H -3.68833 1.76522 6.66893
H -2.41079 0.94468 5.67541
H -5.33015 0.41457 5.41524
H -3.91391 -0.67305 5.73848
H -5.70709 -1.01947 3.50596
H -4.20064 -2.01004 4.00042
H -4.38558 -1.28236 2.34542
C -4.04217 5.54397 -4.16089
O -4.97281 4.41256 -4.10756
C -6.33029 4.76920 -3.89036
C -7.14960 3.49811 -4.04638
N -6.75914 2.57436 -3.02722
C -7.63210 1.36967 -2.87678
C -7.11325 0.40744 -1.80475
O -5.86085 -0.04094 -2.20344
C -5.15404 -0.63452 -1.14287
H -4.28884 6.17213 -5.02052
H -3.08389 5.04110 -4.29009
H -4.04975 6.13877 -3.26438
H -6.56878 5.49751 -4.64802
H -6.49460 5.06955 -2.79440
H -7.15228 3.16450 -5.07671
H -8.20434 3.82577 -3.86197
H -5.80447 2.15628 -3.27621
H -7.74890 0.87830 -3.85201
H -8.65273 1.67243 -2.54453
H -7.77169 -0.38499 -1.62416
H -7.02861 0.98977 -0.97056
H -4.92526 0.11697 -0.38805
H -4.27131 -1.09187 -1.47718
H -5.71793 -1.43656 -0.65024

=====

Record 3
16
Properties=species:S:1:pos:R:3 method="wB97M-V/def2-TZVPD" relative_energy_kj_mol=180.6 energy_ev=-11346.9802 gap_ev="6.72 / 6.97" e_lumo_ev="0.69 / -1.93" s2=2.03 charge=0 multiplicity=3
C 0.47612 1.30845 -0.31934
C 1.79257 1.12492 -0.11106
C -0.38325 0.07820 -0.06300
C -1.46283 0.33255 1.01392
N 0.35871 -0.94031 0.55238
N 0.39646 -2.08477 -0.00027
O 2.36706 0.02337 0.17992
O -0.95894 -0.44958 -1.27385
H -0.05645 2.20460 -0.77541
H 2.54714 2.10034 -0.26667
H -1.06539 0.82074 1.78579
H -1.95387 -0.55930 1.32332
H -2.40110 0.88229 0.49682
H 0.87689 -2.78847 0.54105
H 0.14027 -1.98095 -1.02090
H -0.67340 -0.07205 -2.06271

=====

Record 4
18
Properties=species:S:1:pos:R:3 method="wB97M-V/def2-TZVPD" smiles="COC(=O)OC.CO" relative_energy_kj_mol=131.8 energy_ev=-12499.2399 gap_ev=10.71 e_lumo_ev=0.69 charge=0
C 0.36760 1.47612 1.46675
O 1.09445 1.09200 0.29714
C 0.34302 0.63253 -0.71290
O -0.83656 0.35942 -0.64491
O 1.08820 0.44917 -1.82535
C 1.63481 1.64783 -2.37638
H -0.60504 1.87708 1.21829
H 0.95777 2.24304 1.95299
H 0.27014 0.63028 2.13589
H 2.57473 1.39345 -2.85017
H 1.81824 2.39836 -1.61663
H 0.96615 2.03740 -3.13690
C -1.74496 -2.77597 1.34819
O -1.56630 -2.96750 -0.04811
H -2.44576 -3.52701 1.70380
H -0.79972 -2.89387 1.88716
H -2.15721 -1.78385 1.55433
H -0.95957 -2.28846 -0.35319

=====

Record 5
7
Properties=species:S:1:pos:R:3 method="wB97M-V/def2-TZVPD" relative_energy_kj_mol=441.4 energy_ev=-22517.2697 gap_ev="6.63 / 6.62" e_lumo_ev="-2.26 / -2.26" charge=0
C -2.25093 1.24852 -0.08040
C -1.14457 0.75862 -0.23283
Si 1.36832 -1.00031 0.00239
Cl 2.69181 0.47950 -0.23446
H -3.24091 1.70611 -0.27021
H 1.91245 -2.25137 -0.38469
H 0.66384 -0.94108 1.20021